# 1
Formula: C6H5NO3
Source: the OMol25 dataset
Level of theory: ωB97M-V/def2-TZVPD

```
15
Properties=species:S:1:pos:R:3:forces:R:3
C -0.11554 1.79493 -0.50883 1.32 -0.07 1.82
C 0.29729 0.29876 -0.18069 -2.47 -1.92 -0.34
C 1.29054 0.09297 0.76677 -0.79 -2.70 1.34
C 0.87424 -2.17197 1.15482 0.42 0.81 2.19
C -0.20441 -2.18908 0.32864 -2.32 2.03 -3.38
C -0.51542 -0.89739 -0.36916 1.05 -0.43 0.64
H -1.65080 1.12502 -1.02360 -1.09 0.51 -0.83
H 1.84148 0.89014 1.08123 1.43 2.29 0.60
H 1.13472 -3.05860 1.76370 -0.06 0.51 -0.57
H -0.91175 -3.06386 0.01213 1.73 1.46 0.95
H -2.40114 -1.60449 -0.92739 3.93 3.68 -1.60
N 1.53446 -1.01654 1.52485 -0.52 -0.40 -2.61
O -1.33051 2.05244 -1.03262 0.92 -1.91 0.36
O 0.58870 2.65786 -0.05174 -0.28 -0.26 -0.92
O -1.57242 -0.80302 -1.25680 -3.26 -3.61 2.34
```
Positions in Å, forces in eV/Å.

Summary:
Relative energy (zero: lowest compared OMol25 entry of this formula, charge and spin) ... 223.31 kJ/mol
Strongest force on any atom ... 0.1092 hartree/bohr
HOMO energy ... -9.88 eV
2S+1 ... 1
Energy ... -13933.701 eV
HOMO-LUMO gap ... 9.5 eV
SMILES ... O=C(O)c1cnccc1O
LUMO energy ... -0.40 eV

# 2
Formula: C6H5O3P
Source: the OMol25 dataset
Level of theory: ωB97M-V/def2-TZVPD

```
15
Properties=species:S:1:pos:R:3:forces:R:3
C -1.02353 -1.54912 1.08163 1.26 -0.12 -1.09
C -0.77052 -0.21705 1.29522 -1.24 -1.47 0.32
C 0.51894 -1.52133 -0.92754 0.12 -0.81 0.23
C 0.77249 -0.21771 -0.66218 -1.61 -1.98 0.55
C -0.49198 -2.34816 -0.13926 0.50 2.34 0.79
C -0.06625 0.46047 0.28908 2.44 -0.49 -1.82
O -0.81959 -3.48976 -0.38249 0.16 0.32 0.05
O -0.99215 2.63832 1.08039 -0.40 1.73 1.07
O 0.57166 2.96429 -0.96640 1.97 -4.03 1.25
P 0.18314 2.12247 0.37908 -1.45 2.40 -0.52
H -1.51168 -2.13094 1.82442 -0.70 -0.36 0.36
H -1.24143 0.30024 2.15299 0.55 -0.23 -0.74
H 1.16175 -1.99465 -1.67072 -0.49 -0.27 0.11
H 1.55043 0.25422 -1.20220 0.45 0.77 -0.41
H 0.17397 3.75580 -1.21001 -1.57 2.21 -0.16
```
Positions in Å, forces in eV/Å.

Summary:
Relative energy (zero: lowest compared OMol25 entry of this formula, charge and spin) ... 0.00 kJ/mol
Strongest force on any atom ... 0.0905 hartree/bohr
HOMO energy (spin up / spin down) ... -8.68 / -8.85 eV
2S+1 ... 1
Energy ... -21732.353 eV
HOMO-LUMO gap (spin up / spin down) ... 6.3 / 7.2 eV
LUMO energy (spin up / spin down) ... -2.35 / -1.67 eV

# 3
Formula: C6H6
Source: the OMol25 dataset
Level of theory: ωB97M-V/def2-TZVPD

```
12
Properties=species:S:1:pos:R:3:forces:R:3
C 1.50955 -0.54068 -0.03279 -2.00 3.12 -0.02
C 0.60334 -1.52167 0.02046 -2.92 2.30 0.07
C -1.22364 -1.03556 0.08335 3.70 0.16 -0.17
C -1.61933 0.24064 0.05888 3.47 1.38 -0.23
C -0.28717 1.57642 -0.05233 -1.71 -3.29 0.21
C 1.01602 1.28047 -0.07561 -0.54 -3.69 0.13
H 2.59115 -0.40480 -0.06741 -0.34 -1.10 0.03
H 0.60023 -2.63321 0.04633 0.64 1.16 -0.04
H -1.64603 -2.03959 0.13823 -0.78 0.84 0.01
H -2.57750 0.80382 0.08507 0.67 -1.15 0.01
H -0.94761 2.44360 -0.08216 1.13 0.27 -0.01
H 1.98100 1.83056 -0.12202 -1.33 -0.01 0.02
```
Positions in Å, forces in eV/Å.

Summary:
Relative energy (zero: lowest compared OMol25 entry of this formula, charge and spin) ... 599.33 kJ/mol
Strongest force on any atom ... 0.0727 hartree/bohr
HOMO energy ... -9.62 eV
2S+1 ... 1
Energy ... -6312.989 eV
HOMO-LUMO gap ... 10.8 eV
SMILES ... c1ccccc1
LUMO energy ... 1.23 eV

# 4
Formula: C6H6
Source: the OMol25 dataset
Level of theory: ωB97M-V/def2-TZVPD

```
12
Properties=species:S:1:pos:R:3:forces:R:3
C -1.79333 0.76530 0.14949 -0.03 0.08 0.00
C -1.02463 -0.56080 0.11241 0.02 -0.04 0.01
C 0.40883 -0.44357 -0.10938 0.47 0.04 -0.05
C 1.63162 -0.34951 -0.29800 -0.54 -0.12 -0.12
C 2.98465 -0.28872 -0.60362 0.69 0.01 -0.23
C 4.23992 -0.15503 -0.66960 -0.81 -0.04 0.16
H -2.86800 0.56813 0.09484 0.16 0.03 0.04
H -1.59415 1.31287 1.07493 0.02 -0.08 -0.14
H -1.51567 1.40171 -0.69491 -0.04 -0.11 0.11
H -1.38033 -1.17520 -0.72868 0.04 0.05 0.09
H -1.21793 -1.15875 1.01199 0.07 0.08 -0.13
H 2.12902 0.08357 0.66052 -0.03 0.09 0.27
```
Positions in Å, forces in eV/Å.

Summary:
Relative energy (zero: lowest compared OMol25 entry of this formula, charge and spin) ... 771.41 kJ/mol
Strongest force on any atom ... 0.0160 hartree/bohr
HOMO energy (spin up / spin down) ... -9.05 / -9.05 eV
2S+1 ... 1
Energy ... -6311.205 eV
HOMO-LUMO gap (spin up / spin down) ... 8.0 / 8.0 eV
LUMO energy (spin up / spin down) ... -1.06 / -1.06 eV

# 5
Formula: C6H6
Source: the OMol25 dataset
Level of theory: ωB97M-V/def2-TZVPD

```
12
Properties=species:S:1:pos:R:3:forces:R:3
C 1.11044 0.87692 0.17582 0.96 0.58 -0.98
C 1.29041 -0.50075 -0.04071 -0.73 1.71 -0.98
C -1.23489 0.92120 0.07425 -2.75 -1.45 2.67
C -1.19476 -0.49154 0.03631 2.08 3.94 -2.18
C -0.04832 1.25915 -0.51493 2.31 -1.24 -1.96
C 0.04644 -1.05790 -0.27544 -0.39 -1.92 0.90
H 1.61461 1.35259 0.95744 0.69 0.93 1.12
H 2.18088 -1.06160 0.02483 0.77 -0.56 0.72
H -1.84351 1.35160 0.90745 0.60 0.18 -0.98
H -1.88573 -1.15004 0.27838 -3.71 -2.51 1.41
H 0.02971 0.60988 -1.47164 -0.41 1.54 0.93
H -0.06528 -2.10951 -0.15176 0.58 -1.19 -0.65
```
Positions in Å, forces in eV/Å.

Summary:
Relative energy (zero: lowest compared OMol25 entry of this formula, charge and spin) ... 546.62 kJ/mol
Strongest force on any atom ... 0.0965 hartree/bohr
HOMO energy ... -8.58 eV
2S+1 ... 1
Energy ... -6313.535 eV
HOMO-LUMO gap ... 8.4 eV
SMILES ... c1ccccc1
LUMO energy ... -0.21 eV

# 6
Formula: C6H6
Source: the OMol25 dataset
Level of theory: ωB97M-V/def2-TZVPD

```
12
Properties=species:S:1:pos:R:3:forces:R:3
C 1.88865 1.49814 -0.64800 0.12 0.04 -0.04
C 0.53029 1.17239 -0.22850 -0.36 -0.31 0.33
C -0.45295 0.68394 0.26349 0.58 0.14 -0.16
C -1.33900 -0.25262 0.96505 -0.04 -0.04 0.06
C -1.42830 -1.50692 0.20122 -0.01 -0.52 -0.22
C -1.40460 -2.52517 -0.43951 -0.07 0.41 0.25
H 2.46363 1.80173 0.23163 0.02 0.04 -0.17
H 2.33472 0.57915 -1.04282 0.05 0.20 -0.02
H 1.96531 2.27828 -1.40621 -0.12 -0.04 0.06
H -2.32925 0.14705 1.20161 0.09 0.00 -0.18
H -0.84551 -0.45579 1.92362 -0.22 -0.09 -0.04
H -1.38300 -3.42020 -1.02158 -0.04 0.16 0.13
```
Positions in Å, forces in eV/Å.

Summary:
Relative energy (zero: lowest compared OMol25 entry of this formula, charge and spin) ... 373.57 kJ/mol
Strongest force on any atom ... 0.0120 hartree/bohr
HOMO energy ... -9.57 eV
2S+1 ... 1
Energy ... -6315.328 eV
HOMO-LUMO gap ... 10.6 eV
SMILES ... C#CCC#CC
LUMO energy ... 0.99 eV

Copy entry 1 word for word.
Formula: C6H5NO3
Source: the OMol25 dataset
Level of theory: ωB97M-V/def2-TZVPD

```
15
Properties=species:S:1:pos:R:3:forces:R:3
C -0.11554 1.79493 -0.50883 1.32 -0.07 1.82
C 0.29729 0.29876 -0.18069 -2.47 -1.92 -0.34
C 1.29054 0.09297 0.76677 -0.79 -2.70 1.34
C 0.87424 -2.17197 1.15482 0.42 0.81 2.19
C -0.20441 -2.18908 0.32864 -2.32 2.03 -3.38
C -0.51542 -0.89739 -0.36916 1.05 -0.43 0.64
H -1.65080 1.12502 -1.02360 -1.09 0.51 -0.83
H 1.84148 0.89014 1.08123 1.43 2.29 0.60
H 1.13472 -3.05860 1.76370 -0.06 0.51 -0.57
H -0.91175 -3.06386 0.01213 1.73 1.46 0.95
H -2.40114 -1.60449 -0.92739 3.93 3.68 -1.60
N 1.53446 -1.01654 1.52485 -0.52 -0.40 -2.61
O -1.33051 2.05244 -1.03262 0.92 -1.91 0.36
O 0.58870 2.65786 -0.05174 -0.28 -0.26 -0.92
O -1.57242 -0.80302 -1.25680 -3.26 -3.61 2.34
```
Positions in Å, forces in eV/Å.

Summary:
Relative energy (zero: lowest compared OMol25 entry of this formula, charge and spin) ... 223.31 kJ/mol
Strongest force on any atom ... 0.1092 hartree/bohr
HOMO energy ... -9.88 eV
2S+1 ... 1
Energy ... -13933.701 eV
HOMO-LUMO gap ... 9.5 eV
SMILES ... O=C(O)c1cnccc1O
LUMO energy ... -0.40 eV

- 2S+1 of number 4 (C6H6)?
  1

- Among the records above, which one has the highest relative energy (zero: lowest compared OMol25 entry of this formula, charge and spin)?
  number 4

- What is the relative energy (zero: lowest compared OMol25 entry of this formula, charge and spin) in the sixth record?
  373.57 kJ/mol